# 1
Molecular formula: C22H27N3O3S
Method: DFT, wB97M-V/def2-TZVPD

Calculated values
M, g mol⁻¹: 413.5
Energy relative to the best compared isomer or geometry (same formula, charge and spin), kJ/mol: 167.34
Spin multiplicity: 1
Kohn-Sham gap, eV: 9.2

Last columns: bonded neighbours and bond lengths (Å).
Atoms and positions in Å:
1 C 5.571 3.720 1.705  H2 1.087, H3 1.085, H4 1.087, S5 1.813
2 H 6.456 3.788 2.332  C1 1.087
3 H 5.233 4.713 1.432  C1 1.085
4 H 4.778 3.185 2.221  C1 1.087
5 S 5.983 2.861 0.163  C1 1.813, C6 1.834
6 C 6.439 1.236 0.881  S5 1.834, C7 1.521, H55 1.092, H56 1.091
7 C 7.103 0.328 -0.142  C6 1.521, H8 1.091, H9 1.092, C10 1.534
8 H 8.087 0.721 -0.403  C7 1.091
9 H 7.230 -0.658 0.309  C7 1.092
10 C 6.284 0.187 -1.431  C7 1.534, N11 1.443, H53 1.093, H54 1.092
11 N 4.906 -0.154 -1.174  C10 1.443, C12 1.354, H52 1.006
12 C 4.495 -1.436 -1.031  N11 1.354, O13 1.217, C14 1.491
13 O 5.245 -2.382 -1.183  C12 1.217
14 C 3.049 -1.609 -0.708  C12 1.491, C15 1.389, C19 1.395
15 C 2.304 -0.683 0.009  C14 1.389, C16 1.384, H51 1.081
16 C 0.968 -0.908 0.296  C15 1.384, C17 1.392, H50 1.079
17 C 0.348 -2.077 -0.136  C16 1.392, C18 1.398, O22 1.358
18 C 1.100 -3.018 -0.844  C17 1.398, C19 1.375, H21 1.078
19 C 2.428 -2.790 -1.116  C14 1.395, C18 1.375, H20 1.079
20 H 3.017 -3.519 -1.651  C19 1.079
21 H 0.611 -3.925 -1.162  C18 1.078
22 O -0.948 -2.418 0.083  C17 1.358, C23 1.416
23 C -1.821 -1.546 0.776  O22 1.416, C24 1.534, C42 1.530, H49 1.101
24 C -2.324 -0.412 -0.127  C23 1.534, H25 1.091, H26 1.092, C27 1.531
25 H -1.498 0.223 -0.448  C24 1.091
26 H -2.775 -0.856 -1.017  C24 1.092
27 C -3.367 0.427 0.617  C24 1.531, N28 1.443, H47 1.090, H48 1.097
28 N -4.454 -0.408 1.065  C27 1.443, C29 1.356, C41 1.448
29 C -5.709 -0.410 0.551  N28 1.356, O30 1.217, C31 1.496
30 O -6.530 -1.265 0.825  C29 1.217
31 C -6.068 0.737 -0.340  C29 1.496, C32 1.391, C36 1.394
32 C -6.479 0.508 -1.649  C31 1.391, C33 1.385, H40 1.080
33 C -6.881 1.584 -2.422  C32 1.385, C34 1.387, H39 1.079
34 C -6.867 2.847 -1.850  C33 1.387, N35 1.322, H38 1.082
35 N -6.503 3.072 -0.599  C34 1.322, C36 1.319
36 C -6.122 2.046 0.137  C31 1.394, N35 1.319, H37 1.083
37 H -5.850 2.274 1.160  C36 1.083
38 H -7.165 3.722 -2.412  C34 1.082
39 H -7.201 1.445 -3.443  C33 1.079
40 H -6.480 -0.498 -2.044  C32 1.080
41 C -4.042 -1.492 1.933  N28 1.448, C42 1.527, H45 1.091, H46 1.096
42 C -3.015 -2.383 1.239  C23 1.530, C41 1.527, H43 1.090, H44 1.091
43 H -2.676 -3.165 1.918  C42 1.090
44 H -3.465 -2.860 0.368  C42 1.091
45 H -4.935 -2.064 2.189  C41 1.091
46 H -3.613 -1.063 2.846  C41 1.096
47 H -3.744 1.214 -0.037  C27 1.090
48 H -2.903 0.895 1.493  C27 1.097
49 H -1.315 -1.125 1.658  C23 1.101
50 H 0.430 -0.165 0.863  C16 1.079
51 H 2.758 0.226 0.381  C15 1.081
52 H 4.262 0.605 -1.034  N11 1.006
53 H 6.715 -0.613 -2.039  C10 1.093
54 H 6.308 1.126 -1.988  C10 1.092
55 H 5.525 0.781 1.267  C6 1.092
56 H 7.118 1.433 1.712  C6 1.091



# 2
Molecular formula: C22H27N3O4S
Method: DFT, wB97M-V/def2-TZVPD

Calculated values
M, g mol⁻¹: 429.5
Energy relative to the best compared isomer or geometry (same formula, charge and spin), kJ/mol: 230.33
Spin multiplicity: 1
Kohn-Sham gap, eV: 8.4

Last columns: bonded neighbours and bond lengths (Å).
Atoms and positions in Å:
1 C 0.916 7.378 2.807  H2 1.095, O3 1.405, H56 1.095, H57 1.089
2 H 1.635 7.552 3.614  C1 1.095
3 O 0.780 6.009 2.518  C1 1.405, C4 1.370
4 C 1.884 5.313 2.103  O3 1.370, C5 1.385, C9 1.414
5 C 3.135 5.884 1.937  C4 1.385, C6 1.387, H55 1.078
6 C 4.222 5.115 1.551  C5 1.387, C7 1.379, H54 1.079
7 C 4.060 3.766 1.322  C6 1.379, C8 1.385, H53 1.079
8 C 2.810 3.187 1.467  C7 1.385, C9 1.391, H52 1.079
9 C 1.702 3.932 1.860  C4 1.414, C8 1.391, N10 1.400
10 N 0.433 3.375 2.058  C9 1.400, C11 1.461, C44 1.445
11 C -0.641 3.923 1.233  N10 1.461, H12 1.101, C13 1.520, H51 1.092
12 H -0.293 4.065 0.199  C11 1.101
13 C -1.850 3.000 1.223  C11 1.520, N14 1.452, H49 1.096, H50 1.093
14 N -1.493 1.694 0.698  C13 1.452, C15 1.353, C43 1.449
15 C -2.431 0.977 0.039  N14 1.353, O16 1.219, C17 1.495
16 O -3.571 1.383 -0.110  C15 1.219
17 C -1.994 -0.347 -0.502  C15 1.495, C18 1.391, C22 1.388
18 C -0.969 -0.458 -1.437  C17 1.391, C19 1.380, H42 1.080
19 C -0.633 -1.684 -1.972  C18 1.380, C20 1.395, H41 1.076
20 C -1.298 -2.841 -1.565  C19 1.395, C21 1.395, N25 1.395
21 C -2.345 -2.726 -0.651  C20 1.395, C22 1.382, H24 1.079
22 C -2.695 -1.490 -0.141  C17 1.388, C21 1.382, H23 1.080
23 H -3.517 -1.406 0.554  C22 1.080
24 H -2.906 -3.594 -0.342  C21 1.079
25 N -0.922 -4.061 -2.127  C20 1.395, S26 1.674, C32 1.447
26 S 0.673 -4.566 -2.184  N25 1.674, O27 1.430, O28 1.431, C29 1.818
27 O 1.554 -3.453 -2.012  S26 1.430
28 O 0.826 -5.382 -3.349  S26 1.431
29 C 0.768 -5.631 -0.713  S26 1.818, C30 1.515, H39 1.087, H40 1.086
30 C -0.275 -6.720 -0.864  C29 1.515, C31 1.527, H37 1.092, H38 1.093
31 C -1.677 -6.121 -0.946  C30 1.527, C32 1.532, H35 1.091, H36 1.092
32 C -1.813 -5.200 -2.163  N25 1.447, C31 1.532, H33 1.092, H34 1.094
33 H -2.839 -4.840 -2.270  C32 1.092
34 H -1.544 -5.758 -3.065  C32 1.094
35 H -2.413 -6.922 -1.032  C31 1.091
36 H -1.886 -5.565 -0.029  C31 1.092
37 H -0.060 -7.269 -1.783  C30 1.092
38 H -0.215 -7.418 -0.025  C30 1.093
39 H 0.588 -4.981 0.139  C29 1.087
40 H 1.780 -6.023 -0.676  C29 1.086
41 H 0.153 -1.764 -2.704  C19 1.076
42 H -0.453 0.427 -1.777  C18 1.080
43 C -0.168 1.213 1.036  N14 1.449, C44 1.531, H47 1.093, H48 1.098
44 C 0.307 1.954 2.290  N10 1.445, C43 1.531, H45 1.089, H46 1.097
45 H 1.257 1.551 2.638  C44 1.089
46 H -0.427 1.799 3.090  C44 1.097
47 H -0.199 0.134 1.212  C43 1.093
48 H 0.535 1.408 0.216  C43 1.098
49 H -2.264 2.906 2.233  C13 1.096
50 H -2.633 3.407 0.579  C13 1.093
51 H -0.934 4.897 1.629  C11 1.092
52 H 2.703 2.135 1.254  C8 1.079
53 H 4.897 3.157 1.016  C7 1.079
54 H 5.189 5.581 1.436  C6 1.079
55 H 3.282 6.937 2.121  C5 1.078
56 H 1.215 7.951 1.924  C1 1.095
57 H -0.071 7.708 3.130  C1 1.089



# 3
Molecular formula: C22H27N3O5S2
Method: DFT, wB97M-V/def2-TZVPD

Calculated values
M, g mol⁻¹: 477.6
Energy relative to the best compared isomer or geometry (same formula, charge and spin), kJ/mol: 12.60
Spin multiplicity: 1
Kohn-Sham gap, eV: 8.5

Last columns: bonded neighbours and bond lengths (Å).
Atoms and positions in Å:
1 C 0.853 -5.211 2.241  H2 1.095, O3 1.407, H58 1.089, H59 1.095
2 H 1.472 -5.892 1.647  C1 1.095
3 O 1.172 -3.865 1.983  C1 1.407, C4 1.360
4 C 0.982 -3.380 0.727  O3 1.360, C5 1.391, C9 1.396
5 C 0.519 -4.121 -0.355  C4 1.391, C6 1.382, H57 1.078
6 C 0.362 -3.514 -1.587  C5 1.382, C7 1.389, H56 1.080
7 C 0.658 -2.169 -1.765  C6 1.389, C8 1.392, N12 1.406
8 C 1.134 -1.429 -0.688  C7 1.392, C9 1.378, H11 1.077
9 C 1.290 -2.032 0.541  C4 1.396, C8 1.378, H10 1.078
10 H 1.651 -1.472 1.389  C9 1.078
11 H 1.368 -0.386 -0.817  C8 1.077
12 N 0.459 -1.620 -3.044  C7 1.406, C13 1.354, H55 1.011
13 C 0.390 -0.315 -3.396  N12 1.354, O14 1.213, C15 1.524
14 O 0.585 0.626 -2.656  C13 1.213
15 C 0.025 -0.114 -4.862  C13 1.524, H16 1.089, H17 1.090, S18 1.825
16 H 0.651 0.671 -5.285  C15 1.089
17 H 0.115 -1.024 -5.456  C15 1.090
18 S -1.674 0.526 -5.045  C15 1.825, C19 1.820
19 C -2.630 -0.780 -4.211  S18 1.820, C20 1.528, H53 1.090, H54 1.091
20 C -2.415 -0.839 -2.700  C19 1.528, O21 1.211, N22 1.353
21 O -2.335 -1.903 -2.127  C20 1.211
22 N -2.372 0.389 -2.133  C20 1.353, C23 1.394, H52 1.015
23 C -2.079 0.743 -0.816  N22 1.394, C24 1.393, C28 1.396
24 C -1.753 -0.192 0.163  C23 1.393, C25 1.384, H51 1.077
25 C -1.435 0.241 1.438  C24 1.384, C26 1.381, H50 1.078
26 C -1.467 1.589 1.739  C25 1.381, C27 1.383, S31 1.796
27 C -1.826 2.522 0.783  C26 1.383, C28 1.380, H30 1.079
28 C -2.119 2.102 -0.498  C23 1.396, C27 1.380, H29 1.080
29 H -2.382 2.822 -1.259  C28 1.080
30 H -1.884 3.562 1.062  C27 1.079
31 S -1.036 2.154 3.388  C26 1.796, O32 1.434, O33 1.435, N34 1.655
32 O -1.135 1.033 4.276  S31 1.434
33 O -1.804 3.334 3.664  S31 1.435
34 N 0.554 2.613 3.371  S31 1.655, C35 1.442, C39 1.442
35 C 1.554 1.581 3.246  N34 1.442, C36 1.530, H48 1.090, H49 1.097
36 C 2.034 1.416 1.803  C35 1.530, C37 1.527, H46 1.092, H47 1.091
37 C 2.520 2.759 1.262  C36 1.527, C38 1.527, H44 1.091, H45 1.093
38 C 1.391 3.782 1.356  C37 1.527, C39 1.531, H42 1.091, H43 1.091
39 C 0.909 3.891 2.805  N34 1.442, C38 1.531, H40 1.090, H41 1.097
40 H 0.025 4.524 2.890  C39 1.090
41 H 1.707 4.322 3.422  C39 1.097
42 H 0.569 3.464 0.712  C38 1.091
43 H 1.732 4.761 1.017  C38 1.091
44 H 2.840 2.650 0.225  C37 1.091
45 H 3.375 3.102 1.849  C37 1.093
46 H 1.212 1.055 1.182  C36 1.092
47 H 2.842 0.682 1.772  C36 1.091
48 H 1.105 0.665 3.630  C35 1.090
49 H 2.402 1.851 3.887  C35 1.097
50 H -1.173 -0.460 2.214  C25 1.078
51 H -1.742 -1.241 -0.079  C24 1.077
52 H -2.431 1.172 -2.775  N22 1.015
53 H -2.400 -1.749 -4.655  C19 1.090
54 H -3.675 -0.542 -4.417  C19 1.091
55 H 0.192 -2.309 -3.734  N12 1.011
56 H -0.010 -4.097 -2.417  C6 1.080
57 H 0.270 -5.165 -0.254  C5 1.078
58 H 1.063 -5.366 3.298  C1 1.089
59 H -0.204 -5.418 2.049  C1 1.095